1.
Here is a 2-piece molecular cluster, C24H47N3O6PS2 overall from the Open Molecules 2025 dataset. Energies are from wB97M-V/def2-TZVPD.

Structure (XYZ):
```
83
Properties=species:S:1:pos:R:3:lowdin_charge:R:1
C 2.47 2.92 2.78 -0.162
C 1.35 2.86 1.58 -0.528
S 1.62 1.21 0.74 0.800
C 0.83 1.25 -0.95 -0.419
C 0.01 -0.10 -1.15 -0.211
C 0.72 -1.34 -1.73 0.047
N -0.24 -2.45 -1.78 -0.009
C 0.09 -3.82 -2.27 -0.127
C 1.57 -3.93 -2.93 -0.165
C 2.72 -4.36 -1.88 -0.190
C 3.90 -3.29 -1.68 -0.229
S 4.99 -3.06 -3.16 0.729
O 5.90 -1.88 -2.84 -0.337
O 4.25 -2.71 -4.43 -0.348
O 5.96 -4.39 -3.48 -0.178
C -1.46 -1.88 -1.28 -0.113
C -2.86 -2.69 -1.16 -0.114
C -3.15 -2.96 0.41 -0.177
C -2.12 -4.10 0.94 -0.187
C -1.29 -3.63 2.25 -0.201
C 0.04 -4.52 2.49 -0.154
C 0.71 -3.95 3.86 -0.195
O 2.12 -4.26 3.96 -0.052
C 2.93 -3.30 3.28 -0.387
C 2.85 -1.71 3.43 -0.008
O 3.83 -3.76 2.50 0.034
N -1.38 -0.47 -0.88 -0.171
P -2.63 0.61 -0.22 0.974
C -2.22 0.90 1.60 -0.283
C -2.49 2.24 -1.24 -0.372
C -2.09 3.51 -0.33 -0.166
H 2.09 3.65 3.56 0.084
H 2.54 1.83 3.17 0.058
H 3.46 3.23 2.29 0.086
H 0.31 2.88 2.08 0.058
H 1.46 3.72 0.84 0.086
H 1.70 1.22 -1.71 0.098
H 0.24 2.21 -1.18 0.070
H 1.81 -1.25 -2.04 0.124
H -0.09 -4.64 -1.48 0.128
H -0.64 -4.05 -3.13 0.140
H 1.49 -4.80 -3.69 0.131
H 1.84 -3.01 -3.57 0.110
H 3.21 -5.35 -2.21 0.128
H 2.23 -4.51 -0.84 0.116
H 3.57 -2.25 -1.34 0.101
H 4.58 -3.69 -0.83 0.135
H 5.47 -4.95 -4.13 0.098
H -3.69 -2.04 -1.66 0.119
H -2.82 -3.67 -1.77 0.123
H -4.25 -3.23 0.63 0.127
H -2.83 -1.99 0.95 0.067
H -2.79 -4.98 1.30 0.122
H -1.43 -4.50 0.10 0.085
H -0.95 -2.54 2.06 0.100
H -1.91 -3.72 3.23 0.133
H -0.21 -5.63 2.66 0.125
H 0.78 -4.47 1.62 0.107
H 0.44 -2.84 3.96 0.106
H 0.19 -4.49 4.75 0.146
H 1.79 -1.30 3.50 0.065
H 3.48 -1.30 4.29 0.106
H 3.30 -1.27 2.45 0.089
H -1.53 1.80 1.80 0.016
H -1.67 -0.02 2.03 0.044
H -3.22 1.04 2.15 0.066
H -1.71 2.02 -2.07 0.077
H -3.47 2.49 -1.79 0.090
H -1.00 3.53 0.01 0.044
H -2.27 4.46 -0.95 0.053
H -2.74 3.58 0.62 0.090
C -1.52 7.76 -0.61 -0.005
C -2.87 7.41 -1.18 -0.535
O -3.19 6.26 -1.46 -0.001
N -3.75 8.42 -1.38 0.008
C -3.56 9.83 -1.12 -0.071
H -0.92 6.85 -0.51 0.076
H -1.00 8.44 -1.29 0.090
H -1.64 8.22 0.37 0.089
H -4.64 8.12 -1.77 0.145
H -4.33 10.15 -0.41 0.087
H -3.69 10.38 -2.05 0.088
H -2.58 10.05 -0.71 0.076
```

Results
LUMO: -2.9 eV
Kohn-Sham gap: 0.3156 hartree
Net charge: +1
E_tot: -2695.64396 Ha

---

2.
Here is C24H48Br24 as an isolated structure from the Open Molecules 2025 dataset. Energies are from wB97M-V/def2-TZVPD.

Structure (XYZ):
```
96
Properties=species:S:1:pos:R:3:lowdin_charge:R:1
Br -3.97 2.88 -2.95 0.496
C -2.16 3.85 -3.30 -0.617
C -2.41 5.23 -3.91 -0.641
Br -0.75 6.04 -4.74 0.545
H -1.63 3.27 -4.04 -0.069
H -1.65 3.88 -2.34 -0.013
H -2.87 5.93 -3.21 0.057
H -3.16 5.13 -4.70 0.040
Br -0.94 1.96 -0.54 0.775
C -1.38 0.17 -0.03 -0.706
C -0.25 -0.73 -0.52 -0.612
Br -0.63 -2.66 0.02 0.536
H -2.38 -0.05 -0.40 0.046
H -1.44 0.07 1.06 -0.030
H 0.69 -0.41 -0.08 -0.026
H -0.05 -0.72 -1.59 -0.034
Br -2.42 -5.97 0.11 0.590
C -0.41 -6.13 0.38 -0.671
C -0.03 -7.54 0.22 -0.632
Br 2.01 -7.79 0.30 0.561
H -0.21 -5.86 1.42 0.031
H 0.15 -5.51 -0.32 0.022
H -0.34 -7.85 -0.78 0.051
H -0.62 -8.11 0.94 0.065
Br 0.76 -3.09 -3.21 0.550
C 2.02 -2.31 -4.64 -0.615
C 3.04 -1.36 -4.13 -0.727
Br 4.36 -0.85 -5.51 0.619
H 1.45 -1.86 -5.45 0.042
H 2.47 -3.22 -5.05 0.046
H 3.59 -1.70 -3.26 0.032
H 2.66 -0.45 -3.65 -0.010
Br 2.67 5.85 1.83 0.566
C 0.76 5.68 1.20 -0.586
C 0.05 4.39 1.70 -0.722
Br 0.17 4.14 3.60 0.648
H 0.74 5.63 0.11 0.036
H 0.30 6.62 1.51 0.053
H 0.57 3.54 1.26 -0.029
H -0.99 4.56 1.43 0.050
Br 3.36 5.28 -1.71 0.591
C 3.65 3.44 -1.01 -0.690
C 2.74 2.37 -1.60 -0.608
Br 3.43 0.63 -0.91 0.619
H 3.49 3.44 0.07 0.008
H 4.70 3.16 -1.10 0.049
H 2.82 2.38 -2.69 0.057
H 1.71 2.58 -1.34 0.005
Br -3.81 -1.48 1.94 0.671
C -4.18 -3.31 2.56 -0.678
C -5.71 -3.53 2.32 -0.655
Br -6.05 -5.41 2.88 0.577
H -4.10 -3.32 3.65 0.048
H -3.55 -4.08 2.12 -0.010
H -5.96 -3.51 1.26 0.045
H -6.33 -2.85 2.90 0.055
Br 0.54 0.37 6.16 0.602
C -0.37 -1.21 5.36 -0.679
C 0.15 -1.66 3.97 -0.647
Br -0.45 -3.49 3.46 0.577
H -1.44 -1.11 5.20 0.021
H -0.19 -2.09 5.99 0.042
H 1.24 -1.73 3.91 0.038
H -0.18 -0.93 3.23 -0.011
Br -0.19 0.66 -4.16 0.684
C -1.60 0.17 -5.42 -0.623
C -1.37 0.87 -6.74 -0.683
Br -1.25 2.82 -6.63 0.658
H -2.60 0.52 -5.17 0.056
H -1.62 -0.92 -5.51 0.068
H -2.19 0.68 -7.42 0.060
H -0.43 0.53 -7.18 0.053
Br -5.26 3.58 0.90 0.602
C -4.24 2.11 1.72 -0.681
C -3.39 2.55 2.95 -0.581
Br -2.04 1.21 3.60 0.619
H -3.55 1.70 0.99 -0.003
H -4.94 1.29 1.92 0.021
H -4.07 2.69 3.79 0.051
H -2.88 3.51 2.90 0.024
Br 3.23 -4.80 2.70 0.520
C 3.58 -4.28 0.78 -0.621
C 3.63 -2.76 0.54 -0.650
Br 5.25 -1.85 1.26 0.573
H 2.81 -4.71 0.14 0.023
H 4.50 -4.77 0.49 0.056
H 2.81 -2.13 0.89 0.020
H 3.67 -2.74 -0.55 0.045
Br 2.20 0.97 1.91 0.629
C 3.75 1.39 3.04 -0.658
C 3.41 2.51 3.97 -0.695
Br 4.92 2.82 5.23 0.596
H 4.53 1.72 2.35 0.053
H 4.22 0.49 3.44 0.050
H 2.52 2.14 4.47 -0.001
H 3.35 3.44 3.39 -0.009
```

Results
LUMO: -0.1 eV
Energy relative to the best compared isomer or geometry (same formula, charge and spin): 166.99 kJ/mol
Kohn-Sham gap: 0.3481 hartree
E_tot: -62719.56777 Ha

---

3.
Here is a 3-piece molecular cluster, C24H48ClN4O10P overall from the Open Molecules 2025 dataset. Energies are from wB97M-V/def2-TZVPD.

Structure (XYZ):
```
88
Properties=species:S:1:pos:R:3:lowdin_charge:R:1
C -3.84 3.14 -0.25 -0.022
C -4.45 1.85 -0.67 -0.107
C -3.70 0.48 -1.15 -0.370
C -4.70 -0.67 -0.45 -0.039
N -3.86 0.59 -2.69 0.068
C -2.58 1.00 -3.45 -0.249
O -2.39 1.16 -4.76 -0.027
C -1.53 1.11 -2.17 -0.191
P 0.35 1.18 -2.49 0.759
N 0.57 2.30 -3.69 -0.206
O 1.07 -0.29 -3.08 -0.290
O 1.20 1.87 -1.09 -0.240
C -2.11 0.22 -0.89 -0.302
C -1.68 0.68 0.62 -0.080
C -0.28 0.05 1.19 -0.205
O -0.44 -1.16 2.02 -0.137
C -0.56 -0.61 3.41 -0.130
O -1.77 -0.72 3.98 -0.028
C -1.55 -1.31 -1.05 -0.097
C -2.20 -2.17 -2.29 -0.505
O -3.30 -2.97 -2.19 -0.097
Cl -1.42 -2.20 -4.01 0.590
H -2.94 3.69 -0.74 0.070
H -4.37 3.70 0.67 0.080
H -5.64 1.83 -0.71 0.131
H -5.51 -0.20 0.25 0.084
H -4.10 -1.54 0.05 0.086
H -5.30 -1.12 -1.37 0.108
H -4.65 1.20 -3.00 0.140
H -1.74 2.24 -1.83 0.129
H 1.15 3.08 -3.26 -0.011
H 0.87 -0.39 -4.08 0.051
H 1.91 1.24 -0.77 0.075
H -2.52 0.45 1.43 0.154
H -1.51 1.86 0.57 0.130
H 0.54 -0.17 0.39 0.113
H 0.19 0.87 1.91 0.137
H 0.35 -0.13 3.99 0.175
H -0.37 -1.38 -1.20 0.125
H -1.83 -1.91 -0.06 0.148
C 0.72 -2.18 9.15 -0.113
O 0.67 -1.29 8.03 -0.201
C -0.54 -1.41 7.27 -0.198
C -1.41 -0.16 7.44 -0.207
N -1.99 -0.10 8.79 -0.054
C -2.60 1.20 9.12 -0.194
C -1.68 2.43 9.12 -0.216
O -0.71 2.44 10.17 -0.182
C 0.46 1.70 9.89 -0.101
H 1.74 -2.16 9.55 0.090
H 0.03 -1.85 9.93 0.074
H 0.49 -3.20 8.85 0.087
H -1.09 -2.33 7.51 0.125
H -0.23 -1.47 6.22 0.095
H -2.23 -0.19 6.71 0.114
H -0.79 0.71 7.24 0.096
H -1.26 -0.28 9.47 0.064
H -3.03 1.09 10.12 0.118
H -3.44 1.37 8.43 0.116
H -2.32 3.31 9.31 0.119
H -1.21 2.62 8.15 0.107
H 0.73 1.72 8.83 0.087
H 0.35 0.67 10.24 0.067
H 1.29 2.15 10.46 0.090
C 3.71 -1.96 -9.99 -0.113
O 4.29 -2.49 -8.81 -0.201
C 5.53 -1.86 -8.45 -0.202
C 5.35 -1.02 -7.18 -0.207
N 4.54 0.18 -7.43 -0.056
C 4.10 0.87 -6.22 -0.186
C 3.20 0.09 -5.24 -0.217
O 1.89 -0.19 -5.75 -0.219
C 1.82 -1.35 -6.57 -0.080
H 2.89 -2.61 -10.29 0.091
H 3.29 -0.96 -9.80 0.074
H 4.43 -1.91 -10.81 0.087
H 5.94 -1.27 -9.28 0.121
H 6.24 -2.67 -8.24 0.118
H 6.34 -0.71 -6.82 0.120
H 4.89 -1.66 -6.42 0.097
H 3.71 -0.10 -7.95 0.065
H 3.55 1.76 -6.55 0.123
H 4.99 1.23 -5.68 0.117
H 3.04 0.73 -4.37 0.100
H 3.67 -0.82 -4.85 0.114
H 2.52 -2.13 -6.27 0.094
H 1.97 -1.07 -7.62 0.073
H 0.80 -1.75 -6.50 0.083
```

Results
LUMO: -0.4 eV
Structure (SMILES): C=C[C@@]1(C)NC(=O)[C@H](P(=N)(O)O)[C@]1(CCOC=O)CC(=O)Cl.COCCNCCOC.COCCNCCOC
Kohn-Sham gap: 0.2934 hartree
E_tot: -2715.77479 Ha

---

4.
Here is a 3-piece molecular cluster, C24H48FN4O3P overall from the Open Molecules 2025 dataset. Energies are from wB97M-V/def2-TZVPD.

Structure (XYZ):
```
81
Properties=species:S:1:pos:R:3:lowdin_charge:R:1
C -1.74 0.94 1.36 -0.020
C -1.91 2.41 1.12 -0.344
F -3.25 2.66 0.88 -0.011
C -1.14 3.02 -0.06 -0.263
N -1.77 2.53 -1.31 0.118
C -0.95 1.51 -1.87 -0.411
O -1.20 0.94 -2.93 0.079
C 0.29 1.29 -1.01 -0.084
C 0.32 2.60 -0.23 -0.415
P 1.53 2.70 1.10 0.715
N 3.00 2.63 0.53 -0.306
H -1.84 0.35 0.47 0.083
H -2.49 0.59 2.05 0.076
H -0.78 0.75 1.83 0.061
H -1.69 2.95 2.03 0.144
H -1.26 4.09 0.02 0.146
H -1.76 3.26 -2.02 0.146
H 1.19 1.16 -1.58 0.115
H 0.17 0.48 -0.32 0.105
H 0.73 3.33 -0.93 0.123
H 1.27 1.67 2.03 0.009
H 1.29 3.92 1.75 0.006
H 3.52 1.86 0.91 -0.052
C -3.79 -1.28 6.99 -0.016
C -2.79 -1.48 5.82 -0.477
C -2.25 -2.91 5.80 -0.140
C -1.24 -3.20 6.91 -0.172
C -0.11 -2.17 6.88 -0.134
C -0.62 -0.73 6.95 -0.496
N -1.67 -0.50 5.90 -0.094
O -1.14 -0.30 4.75 -0.033
C -1.16 -0.45 8.36 -0.039
C 0.52 0.24 6.72 -0.044
C -3.57 -1.26 4.53 -0.051
H -4.78 -1.03 6.61 0.079
H -3.90 -2.18 7.60 0.085
H -3.51 -0.46 7.64 0.062
H -1.76 -3.10 4.84 0.125
H -3.08 -3.61 5.86 0.125
H -1.73 -3.21 7.88 0.104
H -0.82 -4.20 6.77 0.114
H 0.57 -2.33 7.71 0.125
H 0.47 -2.30 5.96 0.126
H -1.64 0.53 8.40 0.091
H -0.33 -0.44 9.07 0.088
H -1.87 -1.19 8.72 0.065
H 1.05 0.05 5.79 0.077
H 1.24 0.14 7.53 0.087
H 0.16 1.27 6.70 0.092
H -3.92 -0.23 4.46 0.094
H -4.44 -1.92 4.52 0.091
H -2.98 -1.48 3.64 0.073
C 0.88 1.56 -6.84 -0.016
C 0.79 0.12 -6.27 -0.471
C 1.55 0.01 -4.94 -0.142
C 3.07 0.01 -5.10 -0.171
C 3.51 -1.06 -6.09 -0.135
C 2.81 -0.94 -7.44 -0.498
N 1.32 -0.87 -7.25 -0.098
O 0.83 -2.04 -7.06 -0.018
C 3.35 0.29 -8.18 -0.042
C 3.14 -2.15 -8.30 -0.045
C -0.68 -0.16 -6.00 -0.049
H -0.11 2.01 -6.91 0.078
H 1.49 2.21 -6.21 0.084
H 1.29 1.59 -7.84 0.061
H 1.25 -0.92 -4.45 0.128
H 1.23 0.82 -4.29 0.106
H 3.41 1.00 -5.42 0.103
H 3.53 -0.17 -4.13 0.112
H 4.59 -1.01 -6.24 0.123
H 3.30 -2.05 -5.66 0.126
H 2.78 0.47 -9.10 0.090
H 4.38 0.12 -8.47 0.086
H 3.33 1.20 -7.59 0.064
H 2.90 -3.09 -7.81 0.079
H 4.20 -2.15 -8.52 0.085
H 2.60 -2.11 -9.25 0.092
H -1.25 -0.16 -6.93 0.094
H -1.08 0.62 -5.36 0.066
H -0.84 -1.11 -5.50 0.083
```

Results
LUMO (spin up / spin down): 0.6 / 0.1 eV
Energy relative to the best compared isomer or geometry (same formula, charge and spin): 68.62 kJ/mol
<S²>: 2.01
Kohn-Sham gap (spin up / spin down): 0.3128 / 0.3322 hartree
Spin multiplicity: 3
E_tot: -1829.07575 Ha

---

5.
Here is C24H48GeN3S4SbSi4TeW as an isolated structure from the Open Molecules 2025 dataset. Energies are from wB97M-V/def2-TZVPD.

Structure (XYZ):
```
87
Properties=species:S:1:pos:R:3:lowdin_charge:R:1
W 1.43 -3.68 1.44 0.434
S 1.82 -5.87 1.94 -0.104
Sb 0.67 -5.32 4.19 0.213
S 1.51 -2.99 3.73 -0.091
S -0.58 -3.35 0.86 0.069
S 2.11 -6.04 5.78 -0.376
C 2.39 -4.08 -0.47 -0.396
H 1.99 -5.00 -0.89 -0.020
H 3.47 -4.17 -0.36 0.000
H 2.18 -3.26 -1.16 -0.020
C 0.99 4.17 -0.66 -0.221
Si -0.52 3.62 -1.65 0.307
C -1.87 3.15 -0.44 -0.229
C -1.12 5.12 -2.64 -0.230
Si 0.03 1.78 -2.99 -0.184
Te 0.16 -0.23 -1.59 0.160
Si -1.66 1.54 -4.58 0.302
C -3.35 1.58 -3.73 -0.232
C -1.51 -0.11 -5.47 -0.233
C -1.67 2.90 -5.91 -0.230
Si 2.00 2.27 -4.14 0.310
C 2.02 4.03 -4.84 -0.229
C 2.23 1.09 -5.59 -0.232
C 3.50 2.08 -3.02 -0.231
H 0.73 4.99 0.03 0.021
H 1.79 4.52 -1.31 0.009
H 1.37 3.33 -0.07 0.015
H -2.04 3.95 0.30 0.021
H -1.60 2.23 0.09 0.004
H -2.82 2.96 -0.95 0.010
H -1.33 5.97 -1.98 0.017
H -2.05 4.88 -3.18 0.006
H -0.38 5.44 -3.38 0.007
H -3.35 0.87 -2.90 0.023
H -4.15 1.32 -4.43 0.017
H -3.56 2.58 -3.32 0.008
H -1.47 -0.91 -4.73 0.011
H -0.60 -0.16 -6.07 0.009
H -2.37 -0.28 -6.13 0.018
H -1.73 3.89 -5.46 0.006
H -2.51 2.77 -6.59 0.016
H -0.75 2.87 -6.50 0.007
H 1.16 4.21 -5.49 0.007
H 2.93 4.21 -5.42 0.017
H 1.99 4.77 -4.04 0.009
H 1.46 1.24 -6.35 0.006
H 2.15 0.05 -5.24 0.028
H 3.20 1.22 -6.06 0.018
H 3.46 2.78 -2.18 0.013
H 4.43 2.25 -3.57 0.020
H 3.52 1.08 -2.60 0.016
C 1.03 0.35 2.70 -0.244
Ge 2.78 -0.28 2.09 0.678
C 3.48 1.02 0.79 -0.242
C 3.99 -0.27 3.64 -0.243
C 2.85 -2.04 1.23 -0.541
H 1.04 1.44 2.74 0.016
H 0.81 -0.04 3.69 -0.016
H 0.24 0.05 2.00 -0.016
H 4.49 0.74 0.47 0.014
H 3.51 2.02 1.22 0.010
H 2.82 1.02 -0.08 -0.040
H 4.00 0.72 4.12 0.006
H 5.01 -0.50 3.32 0.008
H 3.68 -1.01 4.37 -0.017
H 3.76 -2.54 1.62 0.004
H 3.02 -1.83 0.17 -0.027
N -3.07 -6.11 9.05 0.135
C -3.01 -5.47 8.09 -0.191
C -2.97 -4.64 6.92 -0.240
C -4.10 -4.53 6.12 -0.033
C -4.09 -3.71 5.01 -0.006
C -2.95 -2.99 4.67 -0.165
C -1.81 -3.12 5.46 -0.052
C -1.82 -3.94 6.57 -0.040
N -2.94 -2.14 3.55 -0.014
C -3.95 -1.99 2.61 -0.072
C -3.52 -1.00 1.78 -0.142
N -2.30 -0.51 2.19 0.088
C -1.98 -1.22 3.23 -0.189
H -5.00 -5.08 6.38 0.115
H -4.99 -3.63 4.40 0.099
H -0.89 -2.62 5.19 0.053
H -0.91 -4.06 7.16 0.122
H -4.83 -2.60 2.58 0.098
H -4.01 -0.62 0.90 0.099
H -1.05 -1.13 3.77 0.084
```

Results
LUMO: 3.6 eV
Energy relative to the best compared isomer or geometry (same formula, charge and spin): 0.00 kJ/mol
Kohn-Sham gap: 0.1956 hartree
Net charge: -2
E_tot: -6510.85238 Ha